# 1
Formula: C46H97FeN4O10
Source: the OMol25 dataset
Level of theory: ωB97M-V/def2-TZVPD

Element x y z (Å)
Fe 25.280 13.484 14.105
C 26.758 17.192 15.384
C 26.716 16.405 14.117
O 26.525 15.050 14.128
H 26.549 18.231 15.130
H 27.762 17.094 15.798
H 26.138 16.629 16.081
H 27.540 16.668 13.454
H 25.934 16.776 13.454
C 22.610 13.036 11.006
C 24.145 13.253 10.965
O 24.748 13.145 12.211
H 22.243 13.071 9.980
H 21.991 13.762 11.533
H 22.369 12.129 11.562
H 24.368 14.263 10.622
H 24.496 12.563 10.198
C 22.292 15.894 15.935
C 22.311 14.423 15.260
O 23.595 13.928 15.016
H 21.269 16.219 16.123
H 22.783 16.707 15.400
H 22.543 15.910 16.995
H 21.753 14.484 14.326
H 21.908 13.869 16.107
C 30.586 7.945 10.467
C 29.577 9.156 10.522
C 28.122 8.802 10.505
O 27.696 9.104 11.687
C 28.682 9.547 12.458
O 28.551 9.761 13.651
O 29.877 9.635 11.819
H 30.397 7.233 11.271
H 31.577 8.392 10.539
H 30.446 7.379 9.546
H 29.850 9.864 9.740
H 27.832 7.764 10.343
H 27.681 9.358 9.678
C 32.739 12.797 11.193
C 32.604 14.076 12.054
C 31.134 14.526 11.971
C 30.061 13.888 12.769
C 30.535 14.021 14.136
C 31.931 13.451 14.451
N 32.964 13.940 13.519
O 34.220 13.413 13.750
C 32.394 13.862 15.815
C 31.807 11.896 14.376
C 33.620 15.135 11.572
H 32.559 13.042 10.146
H 31.978 12.093 11.528
H 33.711 12.308 11.264
H 31.132 15.616 11.952
H 30.746 14.369 10.965
H 29.924 12.844 12.485
H 29.028 14.230 12.699
H 29.767 13.595 14.782
H 30.555 15.066 14.445
H 33.322 13.330 16.029
H 32.717 14.895 15.947
H 31.658 13.524 16.544
H 32.752 11.359 14.294
H 31.281 11.377 15.177
H 31.235 11.557 13.512
H 34.618 14.734 11.393
H 33.579 15.954 12.291
H 33.248 15.429 10.591
H 34.797 14.146 13.976
C 24.405 18.484 11.428
C 23.126 18.553 10.581
C 22.563 17.175 10.381
C 21.139 17.145 9.862
C 20.236 17.854 10.967
C 20.685 19.375 11.117
N 22.180 19.342 11.380
O 22.658 20.573 11.877
C 20.290 20.136 9.793
C 19.972 19.958 12.299
C 23.514 19.362 9.281
H 24.923 19.442 11.478
H 25.154 17.829 10.984
H 24.361 18.191 12.477
H 23.179 16.647 9.654
H 22.626 16.671 11.346
H 20.820 16.119 9.677
H 21.133 17.467 8.820
H 20.399 17.502 11.985
H 19.194 17.731 10.673
H 19.204 20.226 9.821
H 20.777 21.108 9.710
H 20.568 19.556 8.913
H 19.956 21.031 12.108
H 18.939 19.619 12.381
H 20.463 19.863 13.267
H 24.146 18.829 8.570
H 24.024 20.312 9.440
H 22.576 19.679 8.826
H 23.174 20.242 12.617
C 25.916 8.997 15.337
C 25.055 10.330 15.172
C 23.950 10.357 16.359
C 24.486 10.680 17.750
C 25.256 12.044 17.724
C 26.344 12.063 16.675
N 25.772 11.641 15.301
O 26.702 11.859 14.296
C 26.836 13.392 16.692
C 27.508 11.093 17.081
C 24.230 10.328 13.799
H 26.543 8.809 14.465
H 25.356 8.072 15.472
H 26.599 9.079 16.183
H 23.111 10.887 15.909
H 23.440 9.394 16.361
H 25.077 9.831 18.093
H 23.784 10.575 18.578
H 25.620 12.026 18.751
H 24.447 12.771 17.650
H 27.624 13.551 15.956
H 26.106 14.187 16.544
H 27.274 13.509 17.683
H 27.207 10.523 17.961
H 28.020 10.531 16.301
H 28.366 11.696 17.377
H 23.558 9.470 13.770
H 24.842 10.304 12.898
H 23.625 11.222 13.653
H 27.327 11.140 14.409
C 19.292 11.288 11.232
C 18.864 11.634 12.715
C 17.344 12.131 12.640
C 16.395 10.990 12.270
C 16.511 9.761 13.283
C 17.999 9.229 13.459
N 18.989 10.368 13.469
O 20.349 9.957 13.566
C 18.084 8.496 14.824
C 18.289 8.120 12.363
C 19.574 12.848 13.380
H 18.805 10.430 10.769
H 20.377 11.234 11.151
H 19.199 12.086 10.495
H 17.155 12.514 13.643
H 17.167 12.935 11.925
H 16.760 10.694 11.286
H 15.469 11.564 12.260
H 15.952 8.993 12.748
H 16.060 9.930 14.260
H 19.097 8.244 15.135
H 17.658 9.052 15.659
H 17.650 7.506 14.965
H 19.132 7.468 12.594
H 17.436 7.451 12.251
H 18.412 8.568 11.377
H 20.651 12.785 13.227
H 19.290 13.177 14.380
H 19.379 13.757 12.810
H 20.528 10.191 14.480

expectation value of S²: 8.77
net charge: 0
spin multiplicity: 6
lowest unoccupied orbital energy (spin up / spin down): 0.36 / -0.19 eV
HOMO energy (spin up / spin down): -0.2805 / -0.2805 Eh

# 2
Formula: C19H15BiN4O5STe
Source: the OMol25 dataset
Level of theory: ωB97M-V/def2-TZVPD

Element x y z (Å)
Bi 0.308 -0.748 -0.235
O 2.314 -0.237 0.218
C 3.083 0.844 0.180
C 4.464 0.637 0.327
C 5.349 1.691 0.348
C 4.894 3.002 0.219
C 3.541 3.219 0.070
C 2.623 2.163 0.052
C 1.204 2.481 -0.103
N 0.297 1.809 -0.790
C -0.881 2.517 -0.670
C -0.680 3.624 0.087
N 0.649 3.588 0.439
H 4.802 -0.384 0.438
H 6.407 1.493 0.466
H 5.586 3.831 0.220
H 3.177 4.230 -0.068
H -1.793 2.184 -1.134
H -1.339 4.411 0.400
H 1.121 4.212 1.070
C -3.764 -1.506 -1.593
C -3.472 -0.792 -0.324
N -2.279 -0.451 0.119
C -2.459 0.130 1.345
C -3.791 0.167 1.641
N -4.413 -0.428 0.573
C -4.635 0.657 2.763
O -4.018 1.232 3.772
O -5.832 0.509 2.699
C -1.288 0.597 2.128
O -1.461 1.158 3.205
O -0.137 0.417 1.584
H -2.882 -1.480 -2.230
H -4.593 -1.045 -2.128
H -4.018 -2.549 -1.399
H -5.414 -0.559 0.534
H -3.029 1.263 3.617
Te 0.326 -2.791 1.780
C 0.071 -4.399 0.457
C -0.393 -4.415 -0.829
C -0.415 -5.718 -1.401
C 0.024 -6.671 -0.537
S 0.474 -5.984 0.964
H -0.719 -3.534 -1.365
H -0.749 -5.930 -2.406
H 0.106 -7.731 -0.706

net charge: 0
energy relative to the best compared isomer or geometry (same formula, charge and spin): 0.08 kcal/mol
lowest unoccupied orbital energy: -0.10 eV
HOMO energy: -0.2790 Eh

# 3
Formula: C2H10FeN3Se
Source: the OMol25 dataset
Level of theory: ωB97M-V/def2-TZVPD

Element x y z (Å)
C -1.383 -1.085 -0.520
Fe 0.387 -0.231 -0.014
N 1.510 1.336 0.490
N 0.936 -0.331 -1.972
H 2.124 0.788 1.121
H -1.117 0.112 -0.368
H -2.146 -0.949 0.253
H -0.921 -2.106 -0.337
H -1.736 -1.029 -1.525
H 1.890 -0.683 -2.096
H 0.928 0.544 -2.542
H 0.369 -0.972 -2.554
H 2.086 1.871 -0.163
H 0.946 1.961 1.083
Se -0.531 -0.825 4.552
C -0.059 -0.604 2.871
N 0.181 -0.584 1.708

expectation value of S²: 6.05
net charge: -1
spin multiplicity: 5
lowest unoccupied orbital energy (spin up / spin down): 3.21 / 3.16 eV
HOMO energy (spin up / spin down): -0.0019 / -0.1211 Eh

# 4
Formula: C25H50AsF15O25S2V3
Source: the OMol25 dataset
Level of theory: ωB97M-V/def2-TZVPD

Element x y z (Å)
O -1.338 -3.712 -3.359
V -2.134 -3.826 -2.027
O -2.913 -5.210 -2.163
O -4.635 1.813 -0.034
V -4.419 1.039 -1.424
O -3.710 1.972 -2.514
O -1.510 0.669 3.586
V -2.068 -0.488 2.722
O -3.421 0.051 2.090
C -2.990 -5.108 2.298
F -3.311 -4.976 3.589
F -1.715 -5.475 2.242
F -3.740 -6.037 1.730
S -3.313 -3.513 1.380
O -4.738 -3.296 1.311
O -2.598 -2.501 2.158
O -2.665 -3.697 0.106
S -4.920 -1.698 -1.982
O -3.735 -2.526 -2.250
O -4.970 -0.577 -2.968
O -6.169 -2.406 -1.887
O -4.673 -0.965 -0.720
As -0.623 -0.450 -0.834
F -2.197 0.153 -1.215
F -1.125 -2.087 -1.276
F 1.011 -0.943 -0.444
F -0.164 1.172 -0.338
F -0.990 -0.732 0.901
F -0.165 -0.107 -2.457
C 3.560 -4.536 -2.550
O 2.221 -4.358 -2.125
C 1.995 -4.725 -0.776
C 0.585 -4.470 -0.326
O -0.442 -5.035 -1.131
C -0.449 -6.450 -1.202
H 3.683 -5.601 -2.764
H 4.333 -4.247 -1.829
H 3.696 -3.876 -3.403
H 2.704 -4.277 -0.072
H 2.182 -5.811 -0.775
H 0.411 -3.403 -0.229
H 0.518 -4.927 0.669
H -1.095 -6.738 -2.022
H -0.817 -6.862 -0.257
H 0.534 -6.903 -1.337
C -3.941 -1.364 5.351
O -2.697 -1.393 4.670
C -1.714 -2.264 5.248
C -0.313 -1.854 4.804
O -0.200 -1.681 3.403
C 1.074 -2.013 2.915
H -4.518 -2.256 5.089
H -4.508 -0.545 4.911
H -3.822 -1.209 6.422
H -2.037 -3.281 5.023
H -1.691 -2.048 6.322
H 0.365 -2.642 5.149
H -0.016 -0.940 5.326
H 1.352 -3.071 2.944
H 1.917 -1.476 3.369
H 1.102 -1.688 1.873
C 2.768 1.957 1.467
O 3.488 3.006 2.072
C 2.897 3.672 3.170
C 3.346 3.198 4.520
O 3.056 1.821 4.644
C 3.571 1.297 5.833
H 2.480 2.260 0.462
H 1.905 1.636 2.056
H 3.352 1.036 1.384
H 1.812 3.540 3.080
H 3.088 4.730 2.988
H 2.928 3.853 5.297
H 4.414 3.409 4.667
H 2.874 1.235 6.677
H 4.375 1.895 6.289
H 4.058 0.330 5.699
C -1.786 5.214 -4.666
O -1.270 4.486 -5.741
C -1.226 3.087 -5.575
C -0.334 2.570 -4.465
O 1.010 2.950 -4.642
C 1.824 2.740 -3.512
H -2.709 4.753 -4.286
H -2.033 6.218 -5.008
H -1.105 5.298 -3.812
H -0.897 2.704 -6.548
H -2.248 2.682 -5.584
H -0.426 1.483 -4.588
H -0.731 2.812 -3.475
H 2.156 1.714 -3.370
H 1.241 2.974 -2.610
H 2.664 3.432 -3.511
C 3.490 -1.007 -4.503
C 3.044 -0.841 -3.056
O 3.751 0.219 -2.431
C 4.950 0.021 -1.924
O 5.580 -0.987 -2.010
C 5.488 1.357 -1.338
F 6.453 1.788 -2.145
F 4.531 2.296 -1.272
F 5.929 1.202 -0.090
H 4.420 -1.587 -4.483
H 3.660 -0.089 -5.060
H 2.836 -1.657 -5.087
H 3.093 -1.788 -2.517
H 1.988 -0.578 -3.045
C -0.307 5.695 -1.062
C -1.230 4.494 -0.896
O -1.998 4.570 0.308
C -3.118 5.244 0.419
O -3.777 5.644 -0.495
C -3.590 5.370 1.885
F -3.671 4.164 2.434
F -2.782 6.114 2.632
F -4.802 5.901 1.905
H -0.829 6.649 -1.011
H 0.226 5.669 -2.016
H 0.518 5.636 -0.349
H -0.584 3.619 -0.844
H -1.845 4.288 -1.772

net charge: -1
lowest unoccupied orbital energy: 1.18 eV
HOMO energy: -0.2567 Eh

# 5
Formula: C6H11NS
Source: the OMol25 dataset
Level of theory: ωB97M-V/def2-TZVPD

Element x y z (Å)
C -1.165 -1.370 -1.435
C -0.884 -1.317 -0.119
C 0.294 -0.289 0.697
C 0.908 -0.972 2.021
N 1.414 -0.291 -0.218
C 2.243 0.588 -0.525
S -0.393 1.457 1.154
C -1.048 2.002 -0.426
H -1.918 -1.960 -1.917
H -0.668 -0.709 -2.113
H -1.520 -1.896 0.532
H 1.465 -0.149 2.497
H 1.644 -1.778 1.797
H 0.100 -1.595 2.550
H 3.080 0.223 -1.082
H 2.124 1.653 -0.181
H -1.525 3.077 -0.319
H -1.719 1.282 -0.945
H -0.279 2.446 -1.206

net charge: 0
energy relative to the best compared isomer or geometry (same formula, charge and spin): 71.72 kcal/mol
lowest unoccupied orbital energy: 0.87 eV
HOMO energy: -0.3200 Eh
structure (SMILES): C=C[C@@](C)(N=C)SC

# 6
Formula: C2H7NO2S2
Source: the OMol25 dataset
Level of theory: ωB97M-V/def2-TZVPD

Element x y z (Å)
C 0.092 1.583 -0.993
O 0.091 1.565 0.411
S -0.398 0.250 1.229
N -0.337 0.609 2.685
O -1.634 -0.173 0.661
S 1.329 -1.238 0.538
C 0.215 -2.072 -0.644
H 0.818 0.911 -1.460
H 0.202 2.624 -1.448
H -0.975 1.299 -1.330
H 0.459 1.303 2.846
H -0.042 -1.340 -1.457
H -0.582 -2.267 -0.049
H 0.761 -3.054 -0.987

net charge: 0
energy relative to the best compared isomer or geometry (same formula, charge and spin): 83.21 kcal/mol
lowest unoccupied orbital energy: -0.47 eV
HOMO energy: -0.3475 Eh
structure (SMILES): CO[S@@](=N)(=O)SC